(1)
The following is a quantum chemistry calculation of 2 unconnected molecules or ions with the total composition C8H12N2O, from the Open Molecules 2025 dataset.

Values from the calculation:
Gap between HOMO and LUMO (eV): 9.0838

Last column: natural (NBO) charge in e.
Positions of all 23 atoms, in Å:
C  2.48  -0.26  -0.29  0.7834
C  -1.51  -2.15  0.85  -0.4864
C  -2.08  0.78  -1.08  -0.3610
C  -0.70  -1.97  -0.14  -0.1620
C  -0.84  0.49  -1.45  -0.2351
C  0.51  0.40  0.80  -0.0690
C  0.19  -0.12  -0.61  0.1879
C  0.25  1.90  1.01  -0.6185
N  1.92  0.07  0.90  -0.6299
N  1.43  -0.36  -1.19  -0.6516
O  3.64  -0.45  -0.53  -0.6297
H  -1.95  -3.12  1.06  0.2089
H  -1.80  -1.36  1.54  0.1888
H  -2.78  1.23  -1.77  0.2066
H  -2.45  0.56  -0.09  0.1939
H  -0.36  -2.69  -0.87  0.1813
H  -0.53  0.69  -2.47  0.2091
H  -0.05  -0.15  1.57  0.2079
H  -0.80  2.11  0.90  0.2202
H  0.81  2.49  0.28  0.2133
H  0.57  2.18  2.01  0.2112
H  2.48  0.36  1.68  0.4125
H  1.57  -0.64  -2.14  0.4181

***

(2)
The following is a quantum chemistry calculation of 2 unconnected molecules or ions with the total composition C8H12N2O2, from the Open Molecules 2025 dataset.

Values from the calculation:
Gap between HOMO and LUMO (eV): 9.6301

Last column: natural (NBO) charge in e.
Positions of all 24 atoms, in Å:
C  6.36  -0.76  0.01  -0.0950
C  5.06  -1.07  -0.17  -0.0638
C  5.32  1.10  0.03  0.1903
C  3.00  0.20  -0.23  0.3459
C  -3.76  0.04  -0.09  -0.6084
C  -0.99  -0.76  0.29  -0.7319
C  -2.70  1.13  -0.11  -0.5176
C  -1.27  0.70  0.10  0.6312
N  6.51  0.61  0.13  -0.4279
N  4.36  0.13  -0.16  -0.4726
O  2.58  1.45  -0.10  -0.6849
O  -0.37  1.51  0.07  -0.5950
H  7.21  -1.40  0.06  0.2119
H  4.55  -2.00  -0.29  0.2308
H  5.07  2.14  0.07  0.2112
H  -4.73  0.47  -0.31  0.2213
H  -3.55  -0.72  -0.83  0.2081
H  -3.82  -0.43  0.89  0.2067
H  0.05  -0.91  0.57  0.2505
H  -1.17  -1.27  -0.65  0.2415
H  -1.65  -1.19  1.04  0.2298
H  -2.72  1.65  -1.08  0.2389
H  -2.93  1.89  0.64  0.2390
H  1.60  1.49  -0.11  0.5399

***

(3)
The following is a quantum chemistry calculation of C8H12N2O3 in the gas phase, from the Open Molecules 2025 dataset.

Values from the calculation:
SMILES string: [H]/N=C1\NC=CC(OC)=C(C)C1(O)O
Gap between HOMO and LUMO (eV): 8.2737

Last column: natural (NBO) charge in e.
Positions of all 25 atoms, in Å:
C  0.33  -0.84  -1.34  -0.3232
C  1.14  -1.69  -0.70  0.0306
C  -0.42  0.34  -1.00  0.2714
C  -0.62  0.72  0.26  -0.0665
C  -0.21  -0.16  1.50  0.4522
C  1.21  -0.91  1.62  0.4528
C  -1.19  1.97  0.65  -0.6531
C  -0.73  0.87  -3.41  -0.2752
N  1.78  -0.83  2.77  -0.7529
N  1.80  -1.51  0.53  -0.6042
O  -0.36  0.61  2.72  -0.7549
O  -1.13  -1.23  1.56  -0.7200
O  -1.04  1.06  -1.99  -0.5157
H  0.07  -1.12  -2.39  0.2164
H  1.55  -2.60  -1.13  0.2004
H  -0.55  2.39  1.49  0.2425
H  -2.11  1.95  1.15  0.2239
H  -1.07  2.62  -0.20  0.2285
H  -1.23  -0.04  -3.78  0.1717
H  0.34  0.71  -3.70  0.1959
H  -1.37  1.69  -3.78  0.2187
H  2.65  -1.28  2.93  0.3551
H  0.44  0.44  3.28  0.5201
H  -1.73  -0.88  2.22  0.4882
H  2.44  -2.27  0.73  0.3973

***

Quick rundown of HOMO energy, same order as above: -8.2465 -8.8937 -7.6852 eV
Quick rundown of E_LUMO, same order as above: 0.8 0.7 0.6 eV
Quick rundown of F_max, same order as above: 4.22 1.16 3.35 eV/A